No. 1
# C3H3ClN2

The molecule C3H3ClN2 at a distorted geometry (ωB97M-V/def2-TZVPD, OMol25).

* ΔE to the lowest compared entry with this formula, charge and spin: 89.0 kcal/mol
* E_LUMO (alpha / beta): -0.447 / -0.447 eV

Atoms and positions in Å:
C -0.35971 -0.84585 0.15946
C -1.32235 0.26632 -0.14623
C 1.94929 -0.31768 -0.37645
N 0.91056 -0.70665 0.13444
N -1.32467 1.49927 0.02082
Cl 3.51898 0.17127 0.05274
H -0.59486 -1.95135 0.31305
H -2.25193 -0.28257 -0.36058
H -0.52531 2.16723 0.20275



No. 2
# C31H47NO4P2Y

C31H47NO4P2Y as an isolated structure at a distorted geometry (ωB97M-V/def2-TZVPD, OMol25).

* ΔE to the lowest compared entry with this formula, charge and spin: 0.0 kcal/mol
* total charge: +1
* E_LUMO: -4.295 eV

Atoms and positions in Å:
Y -0.18655 0.99535 1.65023
C -2.26381 1.80328 2.71029
C -3.01348 0.94307 1.87055
C -1.81148 -0.38400 3.32678
C -1.56069 0.97170 3.67784
C -2.74294 -0.38603 2.25659
C -2.23186 3.27579 2.55069
H -2.59999 3.58552 1.55615
H -1.21691 3.68276 2.68819
H -2.89465 3.76181 3.28814
C -0.41390 1.36712 4.52870
H -0.17969 2.43043 4.39388
H 0.48622 0.74274 4.29701
H -0.58126 1.19623 5.60201
C -1.13306 -1.55171 3.94807
H -1.44649 -1.76651 4.98383
H -0.04376 -1.35389 3.99210
H -1.30510 -2.45979 3.35298
C -3.45181 -1.58268 1.75729
H -4.32063 -1.79252 2.40636
H -2.79862 -2.46755 1.78453
H -3.83344 -1.43417 0.73851
C -4.02907 1.41555 0.89640
H -4.99851 1.49728 1.41209
H -4.16074 0.73732 0.04319
H -3.80041 2.42087 0.51211
C 0.95437 1.74918 -0.51612
C -0.23114 2.43169 -0.47031
C -1.35507 2.32574 -1.46948
C -1.62017 0.92276 -2.02798
C -1.59864 -0.16800 -1.01724
C -0.50752 -0.88632 -0.66889
C 0.85854 -0.74290 -1.30469
C 1.37706 0.68477 -1.50860
H -1.14261 2.95053 -2.35310
H -0.95616 0.70902 -2.87932
H -2.28234 2.70945 -1.00459
H 1.22598 1.00889 -2.55056
H 1.79621 2.10746 0.11264
H -0.32474 3.30197 0.19764
H 2.47091 0.60744 -1.41753
H 1.56969 -1.32126 -0.68383
H -0.66518 -1.87702 -0.24066
H 0.89036 -1.22701 -2.30409
H -2.63947 0.94224 -2.44863
H -2.59088 -0.53169 -0.76324
P 2.59511 -3.03817 -4.49584
P 2.04327 -6.08352 -4.46106
C 3.16356 -4.00322 -6.00433
C 3.32196 -5.49382 -5.69418
H 4.12066 -3.58090 -6.34064
H 2.41359 -3.82569 -6.79057
H 3.25789 -6.10499 -6.60645
H 4.28502 -5.69896 -5.20309
C 2.71626 -7.78162 -4.21769
H 1.96479 -8.36264 -3.66993
H 3.62218 -7.70130 -3.60587
H 2.94882 -8.27981 -5.16853
C 0.74733 -6.53900 -5.68712
H 1.16841 -7.15951 -6.48849
H 0.30412 -5.62742 -6.10186
H -0.02032 -7.10082 -5.14210
C 4.10096 -2.00513 -4.26111
H 3.88924 -1.23620 -3.50743
H 4.40056 -1.53124 -5.20517
H 4.90495 -2.65430 -3.89445
C 1.55689 -1.77761 -5.35176
H 0.64331 -2.27644 -5.69746
H 2.08849 -1.33962 -6.20734
H 1.28336 -0.98671 -4.63974
O 2.51449 4.48932 2.41482
C 1.50254 3.91361 2.78332
O 0.98003 2.76411 2.31150
C 0.79938 4.59385 3.93719
C 1.18464 4.27032 5.24857
C 0.37047 4.63032 6.29712
C -0.75432 5.42607 6.03201
C -0.99787 5.96707 4.74924
C -0.17859 5.57851 3.70838
N -1.75559 5.51600 7.03518
O -1.54706 4.95580 8.13948
O -2.79625 6.17143 6.80420
H 2.09397 3.66595 5.40137
H 0.55098 4.29074 7.33935
H -1.85907 6.63817 4.63603
H -0.32473 5.97245 2.69850



No. 3
# CH2N2O3

A 2-piece molecular cluster, CH2N2O3 overall at a distorted geometry (ωB97M-V/def2-TZVPD, OMol25).

* ΔE to the lowest compared entry with this formula, charge and spin: 43.0 kcal/mol
* E_LUMO: -0.021 eV

Atoms and positions in Å:
N -2.06697 0.31940 -0.75848
C -2.80342 -0.17336 0.02782
O -3.59252 -0.39599 0.86175
H -1.55491 0.07595 -1.62044
O -0.06056 1.11742 -0.56180
N 0.94285 0.86027 0.00949
O 1.87561 1.83678 0.26811
H 1.76398 2.79175 0.12637



No. 4
# C19H39BN3O7

A 3-piece molecular cluster, C19H39BN3O7 overall at a distorted geometry (ωB97M-V/def2-TZVPD, OMol25).

* total charge: +1
* E_LUMO: -5.876 eV

Atoms and positions in Å:
C 1.89852 -1.27311 0.15541
B 2.23132 0.29302 -0.21958
O 2.99242 0.63707 -1.45497
O 1.80237 1.41107 0.64305
C 0.40240 1.79859 0.40688
O 0.12389 3.12263 0.50117
C -0.85419 0.79023 0.09855
C -1.29058 -0.37121 1.17337
C -2.59484 -1.30748 0.80902
N -3.38859 -1.11308 -0.46930
C -2.99067 -0.05563 -1.51668
C -1.70641 0.98102 -1.31883
H 1.81049 -1.31966 1.34281
H 0.85231 -1.63928 -0.26887
H 2.74361 -2.00324 -0.19670
H 2.62290 0.10574 -2.24170
H -0.69597 -0.53544 2.17395
H -2.95602 -2.12970 1.57524
H -4.24300 -1.71371 -0.66109
H -3.65333 0.04215 -2.49254
H -1.43562 1.79448 -2.13164
C -9.63172 0.06428 0.60816
O -8.57746 1.01512 0.62493
C -8.71292 1.99333 1.66485
C -7.64486 1.78310 2.75022
N -7.90268 0.56320 3.52255
C -6.78096 0.15067 4.37518
C -5.45438 -0.21459 3.67709
O -5.51690 -1.40957 2.89637
C -6.03619 -1.23307 1.58566
H -9.54542 -0.52230 -0.31393
H -9.55079 -0.62292 1.45352
H -10.60996 0.55574 0.61595
H -9.72315 2.01079 2.08869
H -8.53722 2.96886 1.19557
H -7.64285 2.64539 3.42796
H -6.67340 1.73727 2.25051
H -8.10870 -0.19830 2.88169
H -7.12158 -0.72804 4.93172
H -6.59228 0.93856 5.11532
H -4.72278 -0.41840 4.46768
H -5.03707 0.61298 3.09375
H -5.79300 -0.25259 1.16659
H -7.11562 -1.39368 1.58968
H -5.60014 -1.99957 0.94002
C 5.76616 1.36882 -3.31549
O 6.88294 0.73402 -3.92022
C 8.12773 1.38832 -3.63903
C 8.99265 0.52980 -2.70212
N 8.42713 0.48157 -1.34972
C 9.03473 -0.53906 -0.48684
C 8.89285 -2.01286 -0.92083
O 7.55641 -2.51369 -0.85357
C 6.75430 -2.21239 -1.98698
H 4.85544 0.91766 -3.72635
H 5.76394 1.20811 -2.23495
H 5.75147 2.44111 -3.53577
H 7.98435 2.40022 -3.24401
H 8.65076 1.48183 -4.59843
H 10.00398 0.95158 -2.65531
H 9.05788 -0.47008 -3.13972
H 7.43112 0.28922 -1.41289
H 8.56734 -0.43132 0.49694
H 10.09868 -0.30355 -0.35752
H 9.46765 -2.61324 -0.20601
H 9.33754 -2.21381 -1.90122
H 7.33514 -2.17013 -2.91269
H 6.21949 -1.27513 -1.82424
H 6.00127 -2.99775 -2.09032



No. 5
# C13H17N4O8P2

An isolated ion of composition C13H17N4O8P2 and charge +1 at a distorted geometry (ωB97M-V/def2-TZVPD, OMol25).

* total charge: +1
* E_LUMO: -5.583 eV

Atoms and positions in Å:
C 2.86731 1.71541 3.34298
C 2.70189 1.45137 2.04538
C 1.56848 2.04888 1.16812
C 1.00409 0.91554 0.36798
C 0.41379 -0.12498 1.09720
N 0.28335 -0.00980 2.49472
C -0.07873 -1.24550 0.43163
C -0.76149 -2.33060 1.22976
O -0.25606 -2.85010 2.16829
O -2.00492 -2.65372 0.78659
C -3.00924 -1.83939 1.43728
C -3.76570 -0.99420 0.42754
C -3.27397 0.44268 0.44583
O -2.92107 0.99248 1.44995
O -3.24112 1.12955 -0.71882
C 0.08392 -1.30412 -0.94905
O -0.39818 -2.41366 -1.62549
C 0.19054 -3.52874 -1.27509
N 0.86620 -4.42465 -1.02778
C 0.65281 -0.28110 -1.65414
P 0.84204 -0.63286 -3.49981
N 1.53424 -2.01621 -3.74760
N 1.05446 0.85422 -0.98916
P 1.67061 2.24249 -1.92003
O 3.10353 2.15418 -2.08172
O 0.83583 2.30388 -3.27181
O 1.15611 3.57293 -1.23263
H 2.77800 2.72058 3.74118
H 3.15802 0.91844 4.01758
H 3.35860 0.76461 1.51329
H 0.83047 2.45912 1.84891
H 2.07680 2.80430 0.58687
H -0.65236 -0.23557 2.80347
H 0.96236 -0.58274 2.97817
H -3.70148 -2.49732 1.95220
H -2.53133 -1.18270 2.16107
H -3.72108 -1.37522 -0.59287
H -4.82075 -0.96928 0.70581
H -3.78267 0.68238 -1.38216
H 1.67909 0.32137 -4.09487
H -0.46220 -0.59493 -4.04348
H 1.82180 -2.49060 -2.90173
H -0.07361 1.99435 -3.13267
H 1.96164 4.08922 -1.06085



No. 6
# C54H114N6O6

A 6-piece molecular cluster, C54H114N6O6 overall at a distorted geometry (ωB97M-V/def2-TZVPD, OMol25).

* ΔE to the lowest compared entry with this formula, charge and spin: 89.5 kcal/mol
* E_LUMO: 0.477 eV

Atoms and positions in Å:
C 1.13923 8.08236 -1.91868
C 1.94403 7.09308 -1.05220
C 1.79731 7.53232 0.39222
C 1.33920 5.69837 -1.16022
C 1.59724 5.15388 -2.56108
C 3.11007 5.13232 -2.86560
C 3.89231 6.44463 -2.65844
C 5.33224 6.07503 -2.32079
C 3.82815 7.26800 -3.94416
N 3.34431 7.11359 -1.48222
O 3.82526 8.44169 -1.43765
H 0.97687 7.65376 -2.91264
H 0.14273 8.25372 -1.49464
H 1.55426 9.07170 -2.09206
H 1.64721 8.58581 0.64662
H 1.00525 6.97963 0.90578
H 2.64763 7.29666 1.05776
H 1.92184 5.05544 -0.50102
H 0.25436 5.71989 -1.07834
H 1.30697 4.10955 -2.67537
H 1.07106 5.73317 -3.32075
H 2.99654 4.94231 -3.93464
H 3.66938 4.36324 -2.33558
H 5.77768 5.36523 -3.01815
H 5.37386 5.61908 -1.33161
H 5.89445 7.01274 -2.30329
H 2.82375 7.45468 -4.30605
H 4.54629 6.93508 -4.69592
H 4.30219 8.22313 -3.67749
H 4.22557 8.50743 -0.56228
C -0.10221 -0.92927 -4.48618
C 1.36718 -0.81704 -4.90451
C 1.41467 -0.59823 -6.42814
C 2.00628 0.35658 -4.18462
C 3.50722 0.42610 -4.21321
C 4.03913 -0.85842 -3.64397
C 3.49740 -2.12386 -4.30033
C 4.20042 -2.45840 -5.64062
C 3.83202 -3.25526 -3.30955
N 2.03645 -2.07081 -4.50805
O 1.50606 -3.22343 -5.07440
H -0.51789 0.07755 -4.44559
H -0.71235 -1.57313 -5.11596
H -0.08594 -1.38033 -3.48903
H 1.34275 -1.54101 -6.97845
H 0.54985 -0.00362 -6.73216
H 2.33096 -0.14571 -6.81322
H 1.50744 1.26567 -4.54216
H 1.60272 0.31078 -3.15831
H 3.80284 0.52676 -5.27374
H 3.88815 1.34446 -3.77425
H 3.56368 -0.77877 -2.64662
H 5.09229 -0.88100 -3.36609
H 3.61183 -1.93974 -6.40292
H 4.14277 -3.50133 -5.93651
H 5.19478 -2.01397 -5.67700
H 3.31117 -4.20410 -3.46598
H 3.55035 -3.06445 -2.27033
H 4.90716 -3.37253 -3.45714
H 0.94823 -3.58123 -4.37302
C -1.20491 8.59661 4.53849
C -0.03043 7.90464 5.26101
C 1.16265 8.85608 4.96712
C -0.15949 7.86461 6.74953
C -1.20354 6.84249 7.18877
C -0.93871 5.46410 6.58630
C -0.49407 5.36618 5.09982
C 0.44671 4.19496 4.86531
C -1.79555 5.23343 4.27562
N 0.23938 6.58453 4.71126
O 0.57299 6.71523 3.32799
H -0.99538 8.80966 3.49090
H -2.10846 7.98282 4.55124
H -1.41566 9.57900 4.97247
H 2.08793 8.45819 5.40489
H 1.33212 9.08892 3.91908
H 0.98147 9.77441 5.52826
H 0.75279 7.56502 7.27697
H -0.41584 8.85123 7.14102
H -1.11871 6.77392 8.27352
H -2.17856 7.26260 6.93343
H -1.87500 4.92568 6.73188
H -0.15980 4.95964 7.16371
H 1.45724 4.42498 5.21002
H 0.58632 3.93458 3.81987
H 0.09170 3.34564 5.45455
H -2.09846 4.18176 4.33105
H -1.57908 5.46556 3.23278
H -2.60171 5.82507 4.70035
H 1.48551 7.01310 3.42179
C -2.66961 -3.18470 4.60417
C -4.09619 -3.69680 4.60721
C -4.65702 -3.63792 6.03788
C -5.01530 -2.87596 3.72248
C -4.87597 -3.14161 2.22385
C -5.04917 -4.62244 1.91453
C -4.09374 -5.46782 2.76970
C -4.57196 -6.93095 2.66489
C -2.68764 -5.52771 2.16850
N -4.18869 -5.09013 4.16402
O -3.55428 -5.99851 5.05117
H -2.26695 -3.10188 3.58677
H -2.56144 -2.18787 5.03809
H -1.94191 -3.85821 5.06286
H -4.99047 -2.61905 6.24253
H -5.54120 -4.26143 6.16657
H -3.85647 -3.94471 6.70820
H -6.06563 -3.07008 3.96216
H -4.84436 -1.81250 3.91944
H -5.71337 -2.58279 1.78841
H -3.96551 -2.70863 1.80304
H -4.67432 -4.68610 0.88848
H -6.05632 -5.00181 2.06088
H -3.80941 -7.55609 3.15514
H -4.60597 -7.42096 1.69372
H -5.44567 -7.11198 3.30073
H -1.95633 -6.11352 2.72633
H -2.31623 -4.50274 2.01530
H -2.58427 -5.93100 1.15367
H -4.32091 -6.47766 5.38419
C 1.67112 -2.75565 1.53179
C 0.86089 -1.68052 0.78816
C 1.40291 -1.61409 -0.64356
C -0.56820 -2.19965 0.73309
C -1.44001 -1.16484 0.03356
C -1.36413 0.14938 0.80314
C 0.02010 0.67046 1.23774
C 0.60944 1.68788 0.26777
C -0.17198 1.39331 2.56835
N 0.91732 -0.47047 1.58729
O 2.27437 -0.03392 1.63166
H 1.62432 -3.68045 0.94535
H 2.73241 -2.50713 1.46899
H 1.29308 -2.92150 2.53618
H 1.28343 -2.36505 -1.42850
H 1.10595 -0.67945 -1.12410
H 2.49396 -1.55073 -0.53791
H -0.62003 -3.18700 0.27116
H -0.94096 -2.33463 1.75776
H -1.19805 -1.01229 -1.01661
H -2.45044 -1.57232 0.15482
H -2.02292 0.10231 1.67564
H -1.82499 0.92602 0.18391
H 1.39208 2.23107 0.79570
H -0.14986 2.42743 0.01750
H 1.05409 1.22818 -0.60916
H 0.63081 2.01002 2.96729
H -0.54071 0.72417 3.34622
H -0.96727 2.13937 2.40624
H 2.41687 0.01139 2.58455
C 0.93360 -6.46295 -2.82628
C -0.26898 -7.29375 -2.23274
C 0.24813 -8.35300 -1.28577
C -1.16637 -6.27141 -1.51958
C -2.01266 -5.41457 -2.43313
C -2.84254 -6.37751 -3.29103
C -2.00180 -7.32074 -4.16604
C -2.91869 -8.36580 -4.76203
C -1.32348 -6.41112 -5.21836
N -1.04299 -7.97403 -3.26229
O -0.24608 -8.92162 -3.98331
H 0.96307 -6.36194 -3.91102
H 0.87160 -5.42083 -2.49567
H 1.84375 -6.85133 -2.36785
H -0.53678 -8.92210 -0.78360
H 0.91542 -8.97594 -1.87484
H 0.77417 -7.95216 -0.41093
H -1.84061 -6.95925 -0.96911
H -0.69185 -5.79257 -0.65977
H -2.74262 -4.86609 -1.83673
H -1.36844 -4.72956 -2.98456
H -3.51982 -5.80539 -3.92638
H -3.40044 -6.92500 -2.52695
H -2.56644 -8.69832 -5.74029
H -3.90974 -7.94261 -4.96216
H -3.09612 -9.20196 -4.09174
H -0.50128 -6.96567 -5.67881
H -0.87157 -5.52585 -4.78478
H -2.09970 -6.12601 -5.92649
H 0.42584 -8.41305 -4.48525



No. 7
# C5H7NO

The molecule C5H7NO (ωB97M-V/def2-TZVPD, OMol25).

* ΔE to the lowest compared entry with this formula, charge and spin: 104.3 kcal/mol
* E_LUMO: 0.588 eV

Atoms and positions in Å:
C -0.48050 0.64013 1.71486
C -0.39856 -0.08440 0.42191
C 0.47115 0.07277 -0.68859
N 1.61755 0.90905 -0.70565
C 0.13883 -0.96560 -1.74660
C -0.94606 -1.53406 -1.14261
O -1.26039 -1.03113 0.13523
H 0.03825 1.60112 1.64044
H -1.52005 0.81749 2.00482
H -0.00204 0.04741 2.50360
H 2.17950 0.65114 -1.51211
H 2.18310 0.79553 0.12884
H -0.43226 0.43151 -1.32123
H -1.58851 -2.35098 -1.43292



No. 8
# C4H10O2

C4H10O2 as an isolated structure (ωB97M-V/def2-TZVPD, OMol25).

* ΔE to the lowest compared entry with this formula, charge and spin: 97.6 kcal/mol
* E_LUMO: 0.607 eV

Atoms and positions in Å:
C 1.78955 -0.08435 0.62220
C 0.51607 0.03510 -0.22433
C -0.45858 1.00648 0.43069
O -1.48354 1.32043 -0.52762
C 0.07477 -1.40318 -0.41198
O -1.65220 -1.26185 -1.04394
H 2.32026 0.87133 0.66926
H 1.54949 -0.39677 1.64559
H 2.46413 -0.83199 0.19410
H 0.79364 0.48313 -1.19184
H 0.05164 1.93548 0.72479
H -0.89872 0.54660 1.32757
H -2.22308 1.73499 -0.06782
H -1.08765 -1.61255 -1.75798
H -0.23428 -1.79740 0.56900
H -1.77959 -0.29234 -1.17292



No. 9
# C4H6ClN

The molecule C4H6ClN at a distorted geometry (ωB97M-V/def2-TZVPD, OMol25).

* ΔE to the lowest compared entry with this formula, charge and spin: 91.1 kcal/mol
* E_LUMO: 0.776 eV

Atoms and positions in Å:
C -0.59053 1.99921 0.01021
C 0.04392 0.72536 0.32865
C 0.07033 -0.60102 0.37014
C -0.31766 -1.94351 -0.10694
N 1.25810 0.00302 0.82260
Cl 2.74609 -0.16869 -0.28917
H -0.77772 2.13028 -1.14053
H 0.15367 2.72471 0.12770
H -1.46354 2.03467 0.51286
H 0.52852 -2.49224 -0.53047
H -1.06584 -1.93053 -0.79558
H -0.58533 -2.48125 0.69053



No. 10
# C5H7NO2

The molecule C5H7NO2 at a distorted geometry (ωB97M-V/def2-TZVPD, OMol25).

* ΔE to the lowest compared entry with this formula, charge and spin: 64.4 kcal/mol
* E_LUMO: 0.643 eV

Atoms and positions in Å:
C 1.83633 1.57497 0.44053
O 1.64699 0.16930 -0.10095
C 0.36185 -0.14164 -0.25655
C -0.80546 0.69634 -0.38696
C -1.92781 -0.28844 -0.43005
O -3.14810 0.06170 -0.69041
N -1.44837 -1.53506 -0.28998
C -0.02122 -1.62087 -0.06271
H 2.86642 1.50677 0.62822
H 1.27973 1.57239 1.57839
H 1.42395 2.44790 -0.18838
H -0.77175 2.00677 -0.48225
H -2.07919 -2.27457 0.04961
H 0.55909 -2.27853 -0.66622
H 0.22755 -1.89703 0.85772